Record 1
Below is a molecular structure, C36H28ClF5N5O8Se2W in a non-equilibrium geometry, with properties calculated with wB97M-V/def2-TZVPD.

XYZ file:
```
86
Properties=species:S:1:pos:R:3:forces:R:3:mulliken_charge:R:1
W 0.146 -0.186 0.684 0.969 -0.314 -1.790 0.30
C -2.243 -3.546 -1.205 0.038 0.003 0.020 -1.86
C -1.143 -2.708 -0.664 0.130 0.095 -0.184 1.03
N -1.271 -1.476 -0.337 -0.593 -0.038 0.571 0.42
N -2.508 -0.847 -0.477 0.113 -0.251 -0.115 -1.75
C -2.275 0.420 -0.630 -0.027 0.160 0.040 0.44
O -1.039 0.865 -0.675 -0.282 -0.124 0.188 -0.55
C -3.372 1.394 -0.668 0.120 0.027 -0.116 0.32
C -3.082 2.728 -0.950 -0.051 0.045 0.043 0.11
C -4.093 3.674 -0.925 0.022 -0.031 0.000 -1.00
C -5.390 3.287 -0.615 -0.027 0.001 0.006 -0.41
C -5.680 1.958 -0.330 0.031 0.006 -0.004 -0.81
C -4.674 1.009 -0.355 -0.030 -0.002 -0.049 -0.57
C 0.221 -3.221 -0.498 -0.135 0.000 -0.103 0.80
C 0.590 -4.510 -0.828 0.116 -0.027 0.009 -0.89
C 1.921 -4.880 -0.671 -0.059 -0.006 -0.017 -0.94
C 2.826 -3.943 -0.214 -0.023 0.094 0.003 -1.47
C 2.374 -2.665 0.095 0.072 -0.120 -0.081 -0.40
N 1.099 -2.319 -0.036 -0.118 0.365 0.468 1.21
H -3.164 -2.977 -1.268 0.003 0.023 0.006 0.44
H -2.388 -4.403 -0.543 -0.017 -0.003 -0.005 0.38
H -1.980 -3.926 -2.193 0.015 0.010 -0.006 0.39
H -2.064 3.015 -1.182 0.007 0.000 -0.004 0.38
H -3.873 4.711 -1.142 0.005 0.008 -0.001 0.47
H -6.180 4.026 -0.588 0.002 0.007 -0.001 0.42
H -6.690 1.665 -0.081 -0.011 0.002 0.002 0.44
H -4.882 -0.026 -0.121 0.001 -0.011 -0.002 0.47
H -0.143 -5.208 -1.203 -0.007 -0.005 0.008 0.59
H 2.241 -5.884 -0.914 -0.002 -0.006 -0.002 0.47
H 3.874 -4.179 -0.093 0.007 -0.003 0.002 0.62
H 3.046 -1.892 0.449 -0.010 -0.033 0.013 0.58
O -2.008 4.902 3.282 0.106 -0.082 -0.191 -0.58
C -1.243 5.318 2.272 -0.079 0.057 0.163 0.45
O -1.205 6.468 1.938 0.035 0.002 -0.020 -0.57
C -0.414 4.291 1.573 0.120 -0.020 -0.110 -0.24
C 0.554 4.564 0.619 -0.005 -0.025 -0.059 0.31
Cl 1.102 6.028 -0.016 -0.021 -0.042 0.029 -0.12
N 1.059 3.383 0.171 0.078 0.032 -0.009 -0.23
N 0.462 2.363 0.788 -0.033 -0.474 -0.164 1.12
C -0.417 2.884 1.614 -0.136 0.152 0.189 -0.01
C -1.264 1.916 2.327 0.161 -0.440 0.000 0.69
O -1.975 2.166 3.265 -0.130 0.068 -0.051 -0.82
O -1.137 0.683 1.829 0.037 0.391 0.463 -0.34
C 1.958 3.207 -0.941 -0.041 0.117 0.139 -0.59
C 1.423 2.857 -2.169 0.014 0.038 -0.055 0.09
C 2.268 2.789 -3.265 -0.029 -0.026 -0.001 -0.61
C 3.622 3.067 -3.120 0.013 0.023 0.048 -0.70
C 4.138 3.413 -1.878 -0.028 -0.007 -0.029 -0.81
C 3.301 3.490 -0.775 0.032 -0.034 -0.027 -0.11
H -1.987 3.927 3.386 -0.066 0.046 0.081 0.38
H 0.364 2.645 -2.253 0.003 -0.010 -0.009 0.26
H 1.867 2.525 -4.235 0.004 0.002 -0.008 0.48
H 4.277 3.022 -3.980 0.003 -0.002 -0.014 0.50
H 5.191 3.633 -1.768 0.016 -0.004 -0.005 0.43
H 3.680 3.773 0.198 -0.002 0.004 0.015 0.53
O 3.348 -3.317 4.740 -0.022 -0.053 0.008 -0.52
C 2.536 -2.365 5.408 0.067 0.022 -0.062 -1.51
C 1.733 -1.563 4.359 0.254 -0.204 0.216 2.26
C 0.841 -0.639 5.176 -0.120 0.151 -0.018 -1.72
O 0.290 0.384 4.362 0.095 0.028 0.200 -0.28
C 1.000 -2.576 3.501 0.054 -0.298 -0.095 -1.47
Se -0.477 -1.975 2.426 -0.478 0.000 0.228 0.07
C 2.754 -0.824 3.524 0.183 0.022 0.114 -1.62
Se 2.252 0.139 1.920 -0.192 0.283 0.059 -0.14
H 3.804 -3.858 5.393 -0.011 0.042 -0.026 0.36
H 3.153 -1.673 5.991 0.004 0.013 0.017 0.46
H 1.835 -2.857 6.090 -0.027 -0.001 0.002 0.50
H 1.456 -0.196 5.969 -0.066 0.024 0.017 0.46
H 0.064 -1.245 5.656 -0.084 0.077 -0.067 0.48
H -0.474 0.776 4.801 0.017 -0.073 0.006 0.29
H 0.495 -3.310 4.134 0.061 -0.009 0.017 0.70
H 1.704 -3.124 2.876 0.059 -0.017 0.060 0.43
H 3.503 -1.532 3.172 0.041 -0.014 0.102 0.74
H 3.263 -0.051 4.103 -0.045 -0.027 0.045 0.62
F 4.097 -1.278 -5.289 -0.043 0.010 0.063 -0.31
C 3.422 -0.960 -4.189 0.008 -0.020 -0.052 0.54
C 4.085 -0.450 -3.085 0.019 0.022 0.034 0.48
F 5.402 -0.275 -3.119 -0.043 0.004 -0.014 -0.35
C 3.377 -0.118 -1.945 0.122 0.016 -0.072 -0.13
F 4.039 0.378 -0.896 -0.091 -0.079 0.007 -0.51
C 1.997 -0.274 -1.881 0.071 -0.125 0.297 -0.03
O 1.320 0.097 -0.795 -0.219 0.598 -0.193 2.43
C 1.348 -0.801 -2.989 -0.104 -0.087 -0.242 -0.07
F 0.020 -0.994 -2.966 0.183 0.059 0.075 -0.32
C 2.050 -1.140 -4.134 -0.016 -0.013 -0.017 0.30
F 1.402 -1.646 -5.179 0.015 0.013 0.014 -0.33
```
Forces are in eV/Å.

**Molar mass**: 1130.850 g/mol
**HOMO-LUMO gap**: 5.8640 eV
**E_tot**: -8093.65586 hartree
**Total charge**: +1

Record 2
Below is a single HP3 molecule in a non-equilibrium geometry, with properties calculated with wB97M-V/def2-TZVPD.

XYZ file:
```
4
Properties=species:S:1:pos:R:3:forces:R:3:mulliken_charge:R:1
P -1.245 2.246 1.969 0.329 -2.838 -2.262 -0.08
P 0.151 1.033 3.045 1.489 -0.266 0.439 0.01
P 1.008 1.646 1.335 -1.273 0.440 1.063 0.02
H -1.571 0.793 1.327 -0.546 2.664 0.760 0.06
```
Forces are in eV/Å.

**Molar mass**: 93.930 g/mol
**ΔE to the lowest compared entry with this formula, charge and spin**: 11.87 kcal per mole
**HOMO-LUMO gap**: 7.8201 eV
**Structure (SMILES)**: P1=P#[PH]1
**E_tot**: -1024.59503 hartree
**Total charge**: 0

Record 3
Below is a molecular structure, C38H42FN2O2PSi2W in a non-equilibrium geometry, with properties calculated with wB97M-V/def2-TZVPD.

XYZ file:
```
89
Properties=species:S:1:pos:R:3:forces:R:3:mulliken_charge:R:1
W 0.157 -0.905 -0.251 -2.201 0.227 1.613 -1.49
O 3.273 -0.056 -2.464 0.039 0.156 -0.089 -0.53
C 2.502 0.522 -1.779 -0.340 -0.278 0.195 0.13
O 1.244 -0.101 -1.552 -0.037 -0.290 -0.329 -0.22
C 2.709 1.815 -1.080 0.090 -0.043 -0.137 0.64
C 3.968 2.371 -1.290 0.051 0.072 0.082 -1.16
C 4.332 3.554 -0.666 -0.029 -0.012 0.012 -0.90
C 3.436 4.178 0.183 -0.045 -0.037 0.020 -0.77
C 2.171 3.636 0.392 0.167 -0.033 -0.055 -1.70
C 1.780 2.459 -0.237 -0.020 0.179 -0.011 0.57
P 0.083 1.851 0.025 0.257 -0.409 0.003 2.37
C -0.665 2.745 1.394 -0.032 0.242 -0.075 0.21
C -0.850 2.122 2.624 0.037 -0.162 0.054 -0.16
C -1.422 2.813 3.682 -0.036 0.070 0.001 -1.04
C -1.817 4.131 3.514 0.017 -0.023 -0.022 -0.74
C -1.650 4.758 2.283 -0.010 0.000 0.054 -0.75
C -1.081 4.071 1.227 0.018 -0.025 -0.010 -0.51
C -0.830 2.374 -1.451 -0.035 0.022 -0.105 0.79
C -0.186 2.732 -2.633 -0.030 -0.022 0.006 -0.66
C -0.927 3.061 -3.759 -0.021 0.010 -0.018 -0.89
C -2.313 3.048 -3.709 -0.052 0.025 0.020 -0.74
C -2.962 2.703 -2.529 0.044 0.024 -0.008 -0.75
C -2.226 2.354 -1.408 0.022 0.057 0.017 -0.63
H 4.661 1.860 -1.944 -0.025 -0.018 -0.010 0.59
H 5.312 3.979 -0.835 0.016 -0.009 -0.021 0.45
H 3.712 5.093 0.690 -0.001 0.010 -0.001 0.51
H 1.496 4.145 1.061 -0.102 0.024 0.042 0.48
H -0.557 1.090 2.762 0.005 0.035 -0.020 0.37
H -1.565 2.323 4.636 0.009 -0.022 0.015 0.48
H -2.261 4.672 4.338 -0.015 0.004 0.012 0.45
H -1.967 5.784 2.152 0.003 0.009 -0.012 0.45
H -0.961 4.567 0.272 0.000 -0.016 -0.039 0.57
H 0.893 2.773 -2.684 0.035 0.011 0.001 0.42
H -0.422 3.340 -4.674 0.022 0.009 0.004 0.49
H -2.890 3.319 -4.582 0.005 0.003 -0.014 0.44
H -4.043 2.711 -2.486 -0.011 0.007 0.007 0.55
H -2.741 2.093 -0.490 0.029 0.015 0.049 0.76
C -3.014 -3.138 -1.865 0.031 -0.014 -0.014 -1.40
Si -2.760 -1.301 -1.807 0.139 0.041 0.321 0.86
C -1.623 -0.707 -3.142 0.266 0.023 -0.154 -0.17
C -4.360 -0.373 -1.761 0.017 0.082 -0.064 -1.55
N -1.761 -1.024 -0.234 1.335 0.360 -0.796 1.48
C -2.277 -1.317 1.057 -0.237 -0.327 0.312 1.32
C -3.612 -1.576 1.343 0.263 0.048 -0.067 -0.49
C -3.968 -1.880 2.650 0.078 -0.010 0.179 -1.07
C -3.006 -1.948 3.651 -0.171 -0.023 -0.024 -0.98
C -1.666 -1.712 3.372 0.038 0.057 -0.179 -0.40
C -1.311 -1.382 2.075 -0.178 -0.287 0.068 -0.13
N 0.003 -1.089 1.646 0.614 0.285 -0.471 0.79
Si 1.562 -1.217 2.612 -0.386 -0.067 0.120 0.46
C 1.708 -2.979 3.166 0.021 -0.002 -0.037 -1.26
C 2.708 -0.750 1.232 0.144 0.078 -0.319 -0.29
C 1.689 -0.010 4.002 0.022 0.074 -0.032 -1.11
H -3.943 -3.324 -2.409 0.016 -0.047 -0.054 0.46
H -3.115 -3.617 -0.891 -0.003 0.052 0.048 0.43
H -2.209 -3.634 -2.410 -0.038 -0.055 -0.016 0.41
H -1.971 -1.150 -4.080 -0.098 0.064 -0.013 0.71
H -0.571 -1.012 -3.085 -0.071 -0.062 0.126 -0.24
H -1.636 0.379 -3.252 -0.038 -0.031 -0.024 -0.13
H -4.599 -0.146 -2.804 -0.078 0.040 0.012 0.44
H -4.316 0.573 -1.225 -0.003 -0.039 0.014 0.39
H -5.182 -0.966 -1.363 -0.007 -0.044 -0.006 0.59
H -4.368 -1.531 0.575 -0.015 -0.008 -0.043 0.34
H -5.004 -2.065 2.895 -0.021 0.004 -0.025 0.47
H -3.305 -2.186 4.662 0.003 -0.011 0.016 0.48
H -0.924 -1.780 4.157 0.037 0.011 -0.011 0.40
H 1.171 -3.686 2.534 0.005 -0.002 -0.015 0.37
H 1.355 -3.108 4.190 -0.020 0.004 0.014 0.45
H 2.766 -3.254 3.150 -0.002 -0.043 0.041 0.47
H 2.541 -1.282 0.278 0.010 -0.035 -0.058 -0.21
H 3.743 -1.038 1.436 0.002 0.024 0.115 0.61
H 2.698 0.331 1.065 0.077 -0.050 -0.009 0.05
H 0.888 -0.077 4.738 -0.056 -0.033 -0.018 0.38
H 1.752 1.020 3.647 -0.005 0.005 0.034 0.28
H 2.620 -0.240 4.528 0.019 0.039 0.016 0.46
F 5.380 -4.064 -3.043 0.007 -0.010 -0.011 -0.32
C 4.204 -3.825 -2.459 0.010 0.003 -0.025 0.28
C 4.074 -4.062 -1.103 -0.063 0.007 -0.032 -0.86
C 2.851 -3.806 -0.504 0.030 0.022 -0.050 -0.23
C 1.776 -3.311 -1.245 0.061 -0.133 0.075 0.12
C 0.466 -3.015 -0.575 0.409 0.270 -0.071 -0.42
C 1.949 -3.096 -2.611 -0.034 -0.019 -0.062 0.02
C 3.157 -3.356 -3.232 0.018 -0.003 0.105 -0.82
H 4.911 -4.461 -0.547 0.016 0.002 0.009 0.49
H 2.728 -4.017 0.552 -0.012 -0.002 0.021 0.46
H 0.373 -3.524 0.387 -0.044 -0.070 -0.099 0.47
H -0.388 -3.328 -1.185 0.055 0.032 -0.070 0.30
H 1.123 -2.727 -3.211 0.014 -0.019 0.016 0.29
H 3.301 -3.199 -4.291 0.001 0.008 -0.020 0.48
```
Forces are in eV/Å.

**Molar mass**: 848.750 g/mol
**HOMO-LUMO gap (spin up / spin down)**: 5.3762 / 5.3731 eV
**E_tot**: -2820.12512 hartree
**Total charge**: +2